# 1
{"formula": "C6H20NOSi2", "method": "ωB97M-V with the def2-TZVPD basis set", "charge": 1, "total_energy_ev": -25832.2410, "smiles": "CO[Si@H](CC[NH3+])[Si](C)(C)C", "homo_ha": -0.445, "de_lowest_ev": 0.000, "molar_mass_g_mol": 178.4, "species": ["C", "O", "Si", "C", "C", "N", "Si", "C", "C", "C", "H", "H", "H", "H", "H", "H", "H", "H", "H", "H", "H", "H", "H", "H", "H", "H", "H", "H", "H", "H"], "positions_angstrom": [[-0.70, -2.55, -1.47], [-0.71, -1.46, -0.70], [-0.02, -0.98, 0.66], [-1.68, 0.11, 1.24], [-2.63, 0.40, 0.18], [-3.98, 1.10, 0.79], [1.90, 0.34, 0.18], [3.07, 0.34, 1.69], [1.16, 2.11, -0.30], [2.90, -0.48, -1.22], [-1.03, -3.54, -0.93], [0.29, -2.67, -1.82], [-1.22, -2.39, -2.35], [-0.17, -1.93, 1.67], [-1.34, 0.96, 1.92], [-2.13, -0.74, 1.95], [-2.19, 1.01, -0.64], [-3.03, -0.49, -0.26], [-4.13, 2.08, 0.43], [-3.73, 1.05, 1.80], [-4.84, 0.64, 0.70], [3.60, -0.56, 1.85], [3.64, 1.19, 1.60], [2.47, 0.47, 2.64], [0.30, 2.04, -1.02], [0.87, 2.62, 0.54], [1.91, 2.68, -0.72], [2.33, -0.41, -2.12], [3.92, 0.03, -1.44], [2.86, -1.54, -1.09]], "lowdin_charge": [-0.167, -0.355, 0.590, -0.301, -0.201, 0.196, 0.545, -0.212, -0.178, -0.220, 0.139, 0.067, 0.065, -0.038, 0.091, 0.110, 0.129, 0.106, 0.181, 0.156, 0.114, 0.024, -0.009, 0.048, 0.044, -0.015, -0.006, 0.007, 0.082, 0.007]}

# 2
{"formula": "C6H10O2", "method": "ωB97M-V with the def2-TZVPD basis set", "total_energy_ev": -10473.6512, "homo_ha": [-0.273, -0.285], "de_lowest_ev": 5.519, "molar_mass_g_mol": 114.1, "species": ["C", "C", "C", "C", "O", "O", "C", "C", "H", "H", "H", "H", "H", "H", "H", "H", "H", "H"], "positions_angstrom": [[-0.14, 0.60, 0.89], [-1.89, -0.10, -0.49], [0.95, -1.08, -1.86], [0.76, 1.77, 1.16], [-1.01, 0.76, -0.08], [0.82, 0.14, -2.55], [-0.26, -0.43, 1.83], [-0.38, -1.36, 2.60], [0.19, 0.69, -2.08], [1.27, -0.90, -0.80], [-2.09, -1.01, 0.05], [-2.43, 0.18, -1.38], [0.01, -1.65, -1.85], [1.68, -1.68, -2.40], [0.56, 2.57, 0.44], [1.80, 1.48, 1.06], [0.62, 2.16, 2.17], [-0.46, -2.15, 3.28]], "lowdin_charge": [-0.376, -0.018, -0.173, -0.018, -0.060, -0.118, -0.101, 0.150, 0.053, 0.086, 0.075, 0.077, 0.070, 0.081, 0.087, 0.080, 0.084, 0.021]}

# 3
{"formula": "C20H30N5PtS", "method": "ωB97M-V with the def2-TZVPD basis set", "charge": 3, "total_energy_ev": -42731.3394, "homo_ha": -0.636, "de_lowest_ev": 1.768, "molar_mass_g_mol": 567.6, "species": ["Pt", "N", "C", "C", "C", "C", "C", "C", "N", "C", "C", "C", "S", "C", "N", "H", "H", "H", "H", "H", "H", "H", "C", "C", "C", "C", "H", "H", "H", "H", "H", "H", "H", "H", "H", "C", "C", "N", "C", "C", "C", "C", "N", "H", "H", "H", "H", "H", "H", "H", "H", "H", "H", "H", "H", "H", "H"], "positions_angstrom": [[0.85, -0.18, -0.06], [0.02, -3.66, 2.10], [-1.28, -3.25, 2.34], [-2.34, -3.85, 3.04], [-3.51, -3.14, 3.07], [-3.65, -1.91, 2.43], [-2.60, -1.33, 1.74], [-1.41, -2.02, 1.70], [-0.18, -1.73, 1.09], [0.63, -2.73, 1.36], [1.97, -2.69, 0.83], [2.96, -3.61, 0.80], [4.28, -3.05, -0.16], [3.46, -1.63, -0.48], [2.28, -1.55, 0.13], [0.43, -4.52, 2.44], [-2.26, -4.81, 3.53], [-4.35, -3.54, 3.61], [-4.60, -1.40, 2.50], [-2.70, -0.37, 1.25], [2.99, -4.59, 1.25], [3.87, -0.84, -1.09], [-1.06, -2.25, -3.49], [-0.96, -1.66, -2.07], [-2.13, -0.74, -1.77], [0.36, -0.95, -2.00], [-2.02, -2.77, -3.59], [-0.27, -2.96, -3.70], [-1.03, -1.46, -4.25], [-0.95, -2.51, -1.37], [-2.30, -0.05, -2.60], [-1.97, -0.15, -0.87], [-3.05, -1.31, -1.63], [0.38, -0.01, -2.56], [1.21, -1.59, -2.26], [-1.44, 2.31, 0.53], [-0.36, 2.40, -0.55], [0.76, 3.22, -0.10], [0.55, 4.67, -0.30], [1.25, 5.17, -1.56], [1.83, 2.71, 0.44], [2.96, 3.54, 0.95], [1.98, 1.38, 0.54], [-2.28, 1.70, 0.19], [-1.83, 3.30, 0.77], [-1.04, 1.88, 1.45], [-0.76, 2.84, -1.47], [0.02, 1.38, -0.87], [0.87, 5.20, 0.59], [-0.52, 4.81, -0.37], [2.33, 5.05, -1.50], [1.03, 6.22, -1.70], [0.90, 4.64, -2.45], [2.69, 4.58, 1.14], [3.76, 3.53, 0.21], [3.34, 3.12, 1.88], [2.88, 1.13, 0.92]], "lowdin_charge": [1.373, 0.233, -0.137, 0.039, -0.032, -0.020, -0.002, -0.196, 0.051, -0.261, -0.269, -0.222, 1.240, -0.388, -0.166, 0.196, 0.135, 0.134, 0.129, 0.093, 0.114, 0.115, -0.024, -0.478, -0.058, -0.100, 0.110, 0.095, 0.101, 0.129, 0.105, 0.020, 0.107, 0.099, 0.087, -0.036, -0.172, -0.041, -0.158, -0.029, -0.346, 0.052, -0.039, 0.073, 0.101, 0.090, 0.157, 0.033, 0.132, 0.131, 0.083, 0.105, 0.089, 0.098, 0.124, 0.114, 0.085]}